## w
11
Properties=species:S:1:pos:R:3 method="wB97M-V/def2-TZVPD" smiles=ClCCCl.C#N homo_lumo_gap_ev=10.59 homo_energy_ev=-10.227
Cl -2.818 -0.503 -0.134
C -1.798 0.414 -1.244
C -0.867 1.336 -0.457
Cl -1.846 2.442 0.601
H -2.456 0.777 -1.969
H -1.064 -0.357 -1.469
H -0.366 0.474 0.127
H -0.207 1.973 -1.106
C 2.581 -0.535 0.114
N 1.441 -0.506 -0.124
H 3.469 -0.260 0.834

---

## x
11
Properties=species:S:1:pos:R:3 method="wB97M-V/def2-TZVPD" smiles="NC/C(Cl)=C/Cl" homo_lumo_gap_ev=9.80 homo_energy_ev=-9.086
N -1.447 0.160 -0.686
C -0.611 -0.423 0.363
C 0.580 0.345 0.117
Cl 0.116 1.993 0.023
C 1.804 -0.207 0.045
Cl 3.232 0.631 -0.201
H -2.208 -0.433 -0.770
H -2.020 1.078 -0.128
H -0.830 -0.249 1.371
H -0.592 -1.599 -0.106
H 1.976 -1.297 -0.029

---

The structure with the least stability is x.